Record 1
ORCA calculation (ωB97M-V/def2-TZVPD) on a structure of composition C17H23N2 in a non-equilibrium geometry.

For the maximum force, the calculation gives 0.097 Eh/bohr. As for the charge: +1. For the energy relative to the best compared isomer or geometry (same formula, charge and spin), the calculation gives 241.9 kJ/mol. For the total energy, the calculation gives -20971.7948 eV.

Geometry (Å):
C (3.688224, 1.821997, -3.951354)
C (2.797761, 1.103667, -2.986572)
C (2.106646, -0.037061, -3.411842)
C (1.192320, -0.654904, -2.563154)
C (0.927631, -0.139084, -1.284533)
C (-0.170781, -0.838184, -0.521418)
C (-0.056738, -1.054379, 0.953583)
C (-1.009303, -1.936224, 1.500921)
C (-1.040925, -2.177657, 2.875562)
C (-0.143136, -1.523601, 3.724060)
C (-0.304566, -1.652936, 5.204116)
C (0.909878, -0.791979, 3.159813)
C (0.985437, -0.599679, 1.772308)
C (1.641684, 0.981173, -0.834978)
C (2.607126, 1.560259, -1.676595)
H (4.342315, 2.522535, -3.427450)
H (4.310477, 1.114709, -4.510131)
H (3.113412, 2.394786, -4.692851)
H (2.265670, -0.432482, -4.415915)
H (0.678533, -1.564120, -2.891683)
H (-0.212379, -1.873017, -0.960841)
H (-1.690561, -2.478882, 0.841656)
H (-1.788525, -2.849512, 3.295652)
H (0.317534, -0.930486, 5.739532)
H (-1.348784, -1.499125, 5.500730)
H (-0.023459, -2.657562, 5.541493)
H (1.675602, -0.356290, 3.813268)
H (1.873943, -0.132947, 1.337370)
H (1.468000, 1.397536, 0.160572)
H (3.204643, 2.406367, -1.322300)
C (-2.014003, 1.261683, -1.689882)
N (-1.598170, 0.445630, -0.534431)
N (-2.735969, 0.147713, 0.227168)
C (-3.697978, 1.219236, 0.439464)
H (-1.152435, 1.496163, -2.296522)
H (-2.692363, 0.593871, -2.238045)
H (-2.573978, 2.180214, -1.438412)
H (-1.480729, -0.555297, -1.040224)
H (-2.490057, -0.313002, 1.090976)
H (-4.514196, 0.786865, 1.049014)
H (-3.249507, 2.068141, 0.982219)
H (-4.118292, 1.545868, -0.520348)

Atomic forces in eV per Å
0.389 0.150 -0.062
-0.297 -0.264 -0.083
-0.299 -0.129 0.327
0.189 0.028 -0.253
-1.104 -0.229 0.064
4.749 -0.260 1.499
-0.248 -0.698 -0.345
0.300 -0.270 0.657
-0.118 0.279 -0.616
0.087 0.083 -0.195
0.075 -0.083 0.404
-0.060 0.022 -0.472
-0.023 0.266 0.424
0.478 0.318 -0.374
-0.485 -0.082 0.446
-0.032 -0.062 -0.115
-0.084 0.120 0.105
0.009 -0.171 0.253
-0.004 0.109 0.283
0.092 0.363 0.026
-1.528 0.944 -0.260
0.028 0.280 0.176
0.147 0.153 -0.106
-0.097 -0.129 -0.071
0.209 0.001 -0.086
-0.012 0.138 -0.047
-0.287 -0.262 -0.333
-0.514 -0.081 0.310
-0.037 -0.025 -0.536
-0.333 -0.269 -0.099
-0.252 -0.766 -1.102
0.608 -0.299 -0.526
-1.798 -1.425 0.607
-0.063 0.118 0.359
0.243 0.096 -0.097
-0.103 0.663 -0.423
0.849 -0.558 0.272
-1.108 1.401 -0.200
0.319 0.377 0.148
0.483 0.253 -0.330
-0.281 -0.006 -0.200
-0.087 -0.095 0.575

---

Record 2
ORCA calculation (ωB97M-V/def2-TZVPD) on the molecule C17H23N3O3 in a non-equilibrium geometry.

For the maximum force, the calculation gives 0.080 Eh/bohr. The SMILES is CC(C)C[C@H](N)C(=O)N[C@@H](Cc1c[nH]c2ccccc12)C(=O)O. For the energy relative to the best compared isomer or geometry (same formula, charge and spin), the calculation gives 321.5 kJ/mol. For the total energy, the calculation gives -28614.2201 eV.

Geometry (Å):
C (-0.763294, 0.330601, -3.699002)
C (0.771005, 0.271967, -3.557693)
C (1.383058, -0.328732, -4.846446)
C (1.412462, 1.664579, -3.248388)
C (0.615947, 2.538535, -2.195796)
N (1.198108, 3.912425, -2.210545)
C (0.908740, 1.825095, -0.873063)
O (2.009099, 1.395974, -0.468594)
N (-0.210055, 1.850839, -0.070011)
C (-0.363845, 1.398902, 1.270009)
C (0.230321, -0.119086, 1.376534)
C (-0.130195, -0.913275, 2.636868)
C (0.486245, -0.885933, 3.913603)
N (-0.009593, -1.874983, 4.703468)
C (-0.860838, -2.670666, 4.012805)
C (-1.335256, -3.955501, 4.223807)
C (-2.235533, -4.520546, 3.406055)
C (-2.389188, -3.901996, 2.159683)
C (-1.798954, -2.684335, 1.809461)
C (-1.052397, -2.040718, 2.798005)
C (0.246377, 2.550161, 2.153951)
O (-0.286330, 3.056431, 3.132552)
O (1.479012, 2.896997, 1.899794)
H (-1.209519, -0.560525, -4.107351)
H (-1.082793, 1.226797, -4.292471)
H (-1.143569, 0.615942, -2.726355)
H (0.987313, -0.452452, -2.814967)
H (2.448259, -0.500685, -4.761564)
H (1.214795, 0.149544, -5.861553)
H (1.051732, -1.382585, -4.897060)
H (2.403578, 1.443184, -2.802183)
H (1.408192, 2.177654, -4.161718)
H (-0.448527, 2.627969, -2.309614)
H (0.659436, 4.536676, -2.849840)
H (1.037934, 4.258132, -1.208693)
H (-1.038583, 2.211775, -0.484851)
H (-1.505596, 1.410793, 1.358993)
H (1.281644, -0.103646, 1.279986)
H (-0.174515, -0.580603, 0.489961)
H (1.211441, -0.168925, 4.276135)
H (0.572133, -2.387535, 5.397476)
H (-1.071551, -4.478799, 5.181907)
H (-2.621487, -5.481494, 3.581633)
H (-3.149314, -4.363653, 1.448742)
H (-1.954606, -2.410532, 0.813553)
H (1.818707, 2.416230, 1.122780)

Atomic forces in eV per Å
0.549 2.037 0.024
-0.441 0.935 -2.097
-0.038 -0.873 -0.547
-1.551 -1.501 1.755
2.613 -0.771 -1.023
-0.764 0.418 2.079
-0.143 0.634 1.674
-1.667 0.821 -0.811
1.127 -0.126 -1.922
-0.756 -0.558 0.763
-2.002 1.350 1.823
0.438 -0.338 2.462
-0.383 1.086 -2.754
1.652 -1.631 2.546
-0.347 0.194 -1.171
0.764 -0.174 4.027
0.677 0.689 -2.014
-2.145 0.026 -1.535
-0.868 -2.209 1.780
0.510 0.808 -3.045
-1.543 -0.794 3.108
-0.183 -0.910 -1.737
1.227 0.117 -1.090
-0.152 -0.309 0.067
0.386 -0.840 -0.116
-0.550 -0.621 0.410
0.352 -0.520 1.115
0.529 0.523 0.167
-0.177 -0.191 1.440
-0.354 0.431 -0.314
-0.404 0.742 -0.590
0.543 0.964 -1.291
-0.511 -0.516 -0.462
0.482 -0.813 0.805
0.397 0.008 -2.030
-0.311 0.270 -0.363
1.714 -0.295 0.786
1.102 0.223 -0.163
-0.171 -0.395 -0.209
0.001 -0.230 0.097
-0.561 1.271 -0.491
-0.191 0.574 -0.881
-0.575 -0.970 0.297
1.319 0.559 0.744
0.040 1.049 -1.248
0.366 -0.140 -0.063

---

Record 3
ORCA calculation (ωB97M-V/def2-TZVPD) on the molecule C17H23N3O4S.

For the maximum force, the calculation gives 0.017 Eh/bohr. The SMILES is CCOC(=O)c1sc(C)c2c(=O)n(CCCN3CCOCC3)cnc12. For the energy relative to the best compared isomer or geometry (same formula, charge and spin), the calculation gives 129.5 kJ/mol. For the total energy, the calculation gives -41498.5248 eV.

Geometry (Å):
C (1.179443, -0.183434, 6.509268)
C (1.017128, 0.700742, 5.287441)
O (0.408792, -0.069763, 4.253515)
C (0.076487, 0.598910, 3.132279)
O (0.260860, 1.779453, 2.976081)
C (-0.513338, -0.310134, 2.160413)
S (-0.593412, -2.007155, 2.497153)
C (-1.290939, -2.360342, 0.959296)
C (-1.637709, -3.748580, 0.573261)
C (-1.458272, -1.210852, 0.220137)
C (-1.951252, -1.101333, -1.143454)
O (-2.305968, -2.021409, -1.857438)
N (-1.983693, 0.212601, -1.605579)
C (-2.363460, 0.424764, -2.987730)
C (-1.197188, 0.158597, -3.942134)
C (-0.003120, 1.086800, -3.711941)
N (0.636819, 0.903857, -2.417437)
C (1.509197, 2.023130, -2.090416)
C (2.120202, 1.816007, -0.704875)
O (2.864729, 0.618388, -0.657042)
C (2.038960, -0.475078, -0.963987)
C (1.399956, -0.332755, -2.345860)
C (-1.553032, 1.259048, -0.850377)
N (-1.106541, 1.205883, 0.345548)
C (-1.020164, -0.031818, 0.906070)
H (0.209309, -0.540230, 6.844677)
H (1.647562, 0.382182, 7.309601)
H (1.800065, -1.042276, 6.268480)
H (1.985721, 1.068610, 4.929409)
H (0.383030, 1.568923, 5.500650)
H (-2.450015, -4.123136, 1.195849)
H (-1.952610, -3.764814, -0.467181)
H (-0.783118, -4.409077, 0.709717)
H (-2.720045, 1.451130, -3.095090)
H (-3.176169, -0.270153, -3.217137)
H (-1.553661, 0.307238, -4.962791)
H (-0.898090, -0.884615, -3.844632)
H (0.720694, 0.940366, -4.534460)
H (-0.351186, 2.123094, -3.761002)
H (0.920967, 2.942952, -2.088210)
H (2.321599, 2.121730, -2.832821)
H (2.821064, 2.619705, -0.474765)
H (1.321562, 1.799399, 0.049603)
H (2.673672, -1.362996, -0.931622)
H (1.247777, -0.567044, -0.206146)
H (0.736140, -1.182819, -2.513189)
H (2.194810, -0.348937, -3.113762)
H (-1.633567, 2.235243, -1.307371)

Atomic forces in eV per Å
-0.119 0.088 -0.443
0.200 0.389 0.346
-0.066 -0.286 0.077
0.084 0.482 -0.047
0.020 -0.139 0.090
-0.181 -0.441 -0.301
-0.295 0.178 -0.817
0.214 0.361 0.389
-0.055 -0.248 -0.067
0.236 0.021 0.454
-0.088 0.045 0.038
-0.018 -0.084 -0.158
-0.387 -0.370 0.111
0.048 -0.232 -0.545
0.041 0.235 0.199
-0.064 -0.176 -0.115
0.220 0.076 -0.168
0.174 -0.090 0.281
-0.133 0.313 -0.139
0.235 0.002 -0.035
-0.176 -0.274 -0.203
0.122 -0.066 0.289
0.090 0.145 0.534
-0.042 0.767 -0.008
0.016 -0.590 0.379
-0.073 -0.038 0.091
0.048 0.038 0.091
0.084 -0.094 0.047
-0.164 -0.005 0.042
0.142 -0.118 -0.050
-0.050 -0.056 0.004
0.017 -0.067 0.059
0.029 -0.085 -0.012
-0.017 -0.037 0.055
0.050 0.218 0.053
0.004 -0.067 -0.040
-0.044 -0.039 -0.084
-0.011 0.112 0.045
0.041 0.034 -0.055
0.009 0.055 -0.028
-0.048 0.061 0.009
-0.094 0.013 -0.003
0.100 0.038 -0.049
-0.103 0.010 -0.006
0.072 -0.061 -0.041
0.040 -0.051 -0.030
-0.050 -0.024 -0.002
-0.056 0.056 -0.240

---

Record 4
ORCA calculation (ωB97M-V/def2-TZVPD) on a structure of composition C17H23N6O2Pb in a non-equilibrium geometry.

For the maximum force, the calculation gives 0.080 Eh/bohr. As for the charge: +3. For the energy relative to the best compared isomer or geometry (same formula, charge and spin), the calculation gives 139.4 kJ/mol. For the total energy, the calculation gives -36255.3842 eV.

Geometry (Å):
Pb (-0.160137, 0.768336, 0.537795)
C (2.118347, 1.717630, -1.603984)
C (1.329492, 2.999894, -1.427347)
N (0.750467, 3.085399, -0.069791)
C (-0.378913, 4.028784, 0.016522)
C (-1.626802, 3.454340, -0.614694)
C (-2.634466, 4.268818, -1.088605)
C (-3.738703, 3.678278, -1.690314)
C (-3.787268, 2.302216, -1.850343)
C (-2.744835, 1.540463, -1.356418)
C (-2.732864, 0.038417, -1.546809)
N (-1.482706, -0.614219, -1.110112)
C (-0.530268, -0.971135, -2.191660)
C (0.374797, 0.192410, -2.556318)
N (1.260523, 0.518509, -1.408367)
N (-1.716975, 2.116088, -0.720325)
H (2.924441, 1.677687, -0.869508)
H (2.566352, 1.709883, -2.599238)
H (0.508778, 3.042522, -2.144988)
H (1.986003, 3.847740, -1.631963)
H (1.466028, 3.351322, 0.600174)
H (-0.146393, 4.966955, -0.491219)
H (-0.570119, 4.269814, 1.063608)
H (-2.556605, 5.343525, -0.984633)
H (-4.547319, 4.296913, -2.057614)
H (-4.616575, 1.827289, -2.360216)
H (-2.922889, -0.172051, -2.600984)
H (-3.570228, -0.380585, -0.989290)
H (-1.723261, -1.468932, -0.622163)
H (-1.061408, -1.306940, -3.084044)
H (0.080610, -1.799815, -1.826173)
H (-0.221345, 1.071096, -2.803387)
H (0.968079, -0.073484, -3.433146)
H (1.871295, -0.281268, -1.260644)
O (0.554529, -0.148747, 3.064055)
N (0.716329, -1.275123, 3.362334)
N (1.199672, -2.162153, 2.366602)
O (1.178960, -1.858723, 1.171340)
C (1.514585, -3.435336, 2.817389)
C (1.361410, -3.759690, 4.218594)
C (1.775522, -4.976257, 4.657338)
C (2.272302, -5.913371, 3.723390)
C (2.458349, -5.569798, 2.343800)
C (2.059328, -4.359810, 1.882855)
H (0.885620, -3.061678, 4.888269)
H (1.670129, -5.254746, 5.697599)
H (2.475034, -6.927508, 4.051463)
H (2.948284, -6.270710, 1.680109)
H (2.194793, -4.072230, 0.851073)

Atomic forces in eV per Å
-0.524 0.872 -0.830
-0.099 0.078 -0.020
-0.004 0.016 0.061
-0.181 -0.337 0.053
-0.002 0.014 -0.024
-0.161 -0.172 -0.089
-0.002 -0.022 0.046
-0.067 0.075 -0.027
-0.039 0.028 -0.040
0.108 0.177 0.048
0.015 0.138 0.059
0.162 -0.101 0.043
-0.041 0.176 0.003
0.025 -0.058 0.038
-0.159 0.015 -0.028
0.373 -0.164 -0.025
0.035 -0.058 -0.034
0.051 -0.066 0.000
0.016 0.051 0.016
-0.031 0.042 -0.011
0.018 0.135 -0.062
0.042 0.063 0.052
0.048 -0.027 0.041
-0.025 -0.016 -0.059
0.002 -0.014 -0.012
0.018 0.038 0.014
-0.023 -0.054 -0.037
0.002 -0.082 0.031
-0.121 -0.035 -0.060
-0.003 -0.072 0.012
-0.038 -0.064 -0.081
0.049 0.018 -0.019
0.031 0.048 -0.020
0.033 -0.003 -0.002
1.027 -1.569 -0.313
-1.471 1.887 3.260
0.994 -2.603 -3.004
0.077 0.334 0.947
-0.335 1.310 0.392
-0.036 0.490 -0.383
0.184 -0.774 -0.261
-0.204 0.517 -0.324
0.117 -0.438 0.633
0.097 0.155 -0.010
0.041 0.047 0.057
-0.034 0.006 -0.034
0.191 0.070 -0.015
-0.165 -0.086 0.024
0.009 0.015 -0.007